1.
The following is a quantum chemistry calculation of the molecule C4H10N2O, from OMol25.

Summary:
frontier orbital gap = 9.071 eV
multiplicity = 1
F_max = 2.8 eV/A
HOMO = -8.160 eV
SMILES string = CN(C)CC(N)=O

```
17
Properties=species:S:1:pos:R:3:forces:R:3
C -0.987 -1.911 0.237 1.7068 -0.0039 0.5243
N -0.749 -0.494 0.051 -0.3739 0.6947 0.6987
C -0.637 0.215 1.328 -0.4771 -1.1205 0.2604
C 0.067 -0.062 -1.037 0.8268 -0.8526 -1.1648
C 1.275 0.781 -0.634 -1.6428 1.5058 1.6170
N 1.226 2.109 -0.955 0.0488 0.4569 -0.8817
O 2.099 0.426 0.179 0.6869 -1.1004 -0.5199
H -0.704 -2.480 -0.647 -0.4557 0.1158 -0.2550
H -1.987 -2.167 0.584 -0.1131 0.1714 -0.1398
H -0.248 -2.243 0.995 -0.4519 -0.3143 0.0438
H -0.052 -0.353 2.056 0.2251 -0.3458 -0.0010
H -0.128 1.170 1.328 -0.4431 0.3488 -0.5361
H -1.648 0.238 1.742 0.0800 0.6029 0.1595
H 0.575 -0.930 -1.496 -0.3606 0.0596 -0.0317
H -0.557 0.382 -1.833 0.4700 0.2852 0.1667
H 2.025 2.642 -0.697 0.4904 0.2000 0.3957
H 0.431 2.676 -1.201 -0.2166 -0.7037 -0.3362
```
Positions in Å, forces in eV/Å.

Atomic partial charges in e from the natural (NBO) method, atoms 1 to 5: -0.40 -0.45 -0.42 -0.30 0.66



2.
The following is a quantum chemistry calculation of a cluster of 2 separate species, C4H10N2O in total, from OMol25.

Summary:
frontier orbital gap = 10.445 eV
multiplicity = 1
F_max = 3.4 eV/A
HOMO = -9.573 eV
SMILES string = C=NCC.NC=O

```
17
Properties=species:S:1:pos:R:3:forces:R:3
C -2.651 -0.373 -0.877 -1.3032 2.2513 2.1282
N -1.458 -0.963 -1.018 0.7584 0.2289 0.6342
O -2.998 0.348 0.094 0.9351 -1.9123 -2.4555
H -3.328 -0.541 -1.745 0.1086 -0.1025 0.4472
H -0.636 -0.645 -0.488 -0.6394 -0.0440 -0.2181
H -1.278 -1.416 -1.881 0.1816 -0.3132 -0.5715
C 1.459 -0.520 1.947 -0.6228 -1.0822 -0.3376
C 1.770 0.706 1.112 1.2267 1.3239 0.8493
C 2.215 0.472 -1.139 -0.3555 -0.0143 -0.1781
N 1.305 0.557 -0.242 1.2771 -0.3575 -1.6086
H 1.767 -0.379 3.000 -0.1277 -0.1340 -0.5853
H 0.338 -0.677 1.913 1.2555 -0.0855 0.1571
H 1.985 -1.438 1.501 -0.7896 1.2508 0.7468
H 2.884 0.967 1.161 -1.1650 -0.4772 -0.1667
H 1.260 1.611 1.514 0.1620 -0.6769 -0.0740
H 3.310 0.465 -0.937 -0.6064 0.1786 0.2759
H 1.990 0.397 -2.229 -0.2954 -0.0340 0.9569
```
Positions in Å, forces in eV/Å.

Atomic partial charges in e from the natural (NBO) method, atoms 1 to 5: 0.51 -0.82 -0.62 0.11 0.43



3.
The following is a quantum chemistry calculation of the molecule C4H10N2O, from OMol25.

Summary:
frontier orbital gap = 9.762 eV
multiplicity = 1
F_max = 2.7 eV/A
HOMO = -8.958 eV
SMILES string = NCCCC(N)=O

```
17
Properties=species:S:1:pos:R:3:forces:R:3
C 0.547 -0.882 1.387 1.0968 -1.8087 -0.7554
C 1.046 0.425 0.833 -0.2131 2.6568 -0.2150
C 0.726 0.641 -0.698 -0.7138 -0.7568 -1.0050
C -0.813 0.567 -0.784 -0.9082 -1.7469 0.3591
N -1.396 1.760 -0.965 0.9503 1.6441 -0.5228
O -1.530 -0.437 -0.639 1.8166 1.1631 -0.2688
N 1.093 -2.100 0.633 -1.1488 0.9383 1.1256
H -0.528 -1.006 1.393 -0.1018 0.4466 0.0749
H 0.943 -0.943 2.434 -0.4709 -0.2549 -0.8338
H 0.550 1.300 1.446 0.7988 -1.4512 -1.1654
H 2.135 0.563 0.997 -0.5399 -0.3150 -0.0970
H 1.109 1.583 -1.240 -0.4577 -1.2670 1.3517
H 1.038 -0.214 -1.358 0.2439 0.6400 0.9361
H -2.225 1.966 -0.504 -2.1537 -0.3560 0.5202
H -0.808 2.554 -0.857 0.7096 0.4704 -0.2270
H 1.169 -2.151 -0.387 -0.2252 0.6624 0.8054
H 1.943 -2.287 1.093 1.3172 -0.6652 -0.0827
```
Positions in Å, forces in eV/Å.

Atomic partial charges in e from the natural (NBO) method, atoms 1 to 5: -0.23 -0.40 -0.51 0.67 -0.80



4.
The following is a quantum chemistry calculation of the molecule C4H10N2O, from OMol25.

Summary:
frontier orbital gap = 9.250 eV
multiplicity = 1
F_max = 2.4 eV/A
HOMO = -8.370 eV
SMILES string = CN[C@H](C)C(N)=O

```
17
Properties=species:S:1:pos:R:3:forces:R:3
C 1.270 0.764 -1.163 -1.1365 -2.0591 -0.2080
N 0.835 0.769 0.211 0.5760 0.5360 0.3553
C 0.601 -1.643 0.613 0.6348 -0.0376 0.4059
C -0.006 -0.272 0.810 0.4392 1.0285 -1.8218
C -1.416 -0.238 0.169 0.6655 1.1047 0.7130
N -2.005 1.009 0.235 -1.7361 0.9307 -0.7928
O -1.998 -1.194 -0.263 -0.2996 -0.6327 -0.1247
H 1.841 -0.159 -1.353 0.3973 0.3547 0.0713
H 0.404 0.590 -1.832 0.1445 0.6662 -0.1514
H 1.856 1.616 -1.466 -0.0141 0.3072 0.1726
H 0.888 1.639 0.703 -0.0955 0.0050 -0.0196
H 0.511 -2.014 -0.406 -0.5274 0.0344 0.0066
H 0.145 -2.341 1.313 0.1097 -0.2356 -0.1767
H 1.683 -1.584 0.761 -0.1281 -0.0243 0.4643
H -0.065 0.107 1.825 -0.3255 -0.7445 0.3898
H -2.946 1.038 -0.169 0.4286 -0.5068 0.2605
H -1.597 1.912 0.010 0.8672 -0.7267 0.4559
```
Positions in Å, forces in eV/Å.

Atomic partial charges in e from the natural (NBO) method, atoms 1 to 5: -0.42 -0.66 -0.63 -0.14 0.67